An isolated molecule of C20H13F5O in a non-equilibrium geometry, computed with ωB97M-V/def2-TZVPD.

Last column: Mulliken charge in e.
Atoms and positions in Å:
F 2.217 4.226 1.499  -0.3091
C 2.019 0.175 0.907  -0.4902
C 3.371 2.166 1.230  -0.6336
H -0.229 -2.637 1.057  0.2948
C 0.959 2.310 0.870  -0.6874
H 0.850 -4.831 0.395  0.3999
H -0.588 -0.541 1.541  0.3379
H 4.142 0.153 1.036  0.4188
O -0.335 -0.478 -0.583  -0.1857
H 2.269 -3.047 -3.232  0.4709
F -0.778 -0.623 -3.129  -0.2572
C 0.918 -1.864 -2.061  -0.0894
F 1.149 0.384 -2.755  -0.2586
C -2.995 0.151 0.547  -0.6866
H -2.892 -0.906 0.276  0.3574
H 2.235 -4.971 -1.651  0.3651
C 2.193 2.899 1.154  0.1526
H -5.377 2.405 1.604  0.4226
C -3.314 2.812 1.111  0.1260
C 0.329 -1.684 -0.791  0.4582
C -2.065 2.317 0.708  -0.4520
C 0.935 -3.964 -0.249  -0.6145
F 0.977 -1.131 -4.329  -0.2982
C 0.836 0.925 0.902  0.5702
C 0.318 -2.752 0.111  -0.1625
C -4.249 0.642 0.945  -0.5410
C 0.582 -0.821 -3.075  1.0036
H -1.299 3.075 0.546  0.7651
H -5.091 -0.028 1.050  0.3952
C 3.259 0.780 1.048  -0.7492
H 1.971 -0.911 0.823  0.4292
C -1.819 0.923 0.605  0.1934
C -0.455 0.156 0.658  0.6339
H 4.321 2.647 1.468  0.4258
C 1.679 -4.054 -1.415  -0.5734
F -3.411 4.118 1.534  -0.3039
H 0.115 2.970 0.724  0.1810
C -4.433 2.000 1.243  -0.4841
C 1.686 -2.993 -2.324  -0.6248

Cartesian forces, eV/Å:
F -0.011 -0.781 -0.713
C 0.061 -0.135 0.499
C -0.459 -0.084 0.005
H 0.350 -0.207 -0.455
C 0.247 0.455 0.679
H 0.050 0.138 0.103
H 0.163 0.345 -1.068
H 0.043 0.107 0.087
O 0.265 -1.755 -1.038
H -0.203 -0.076 -0.163
F 1.247 -0.167 -0.224
C -0.237 0.089 0.688
F -0.414 -0.746 -0.457
C 0.144 -0.530 0.789
H -0.102 0.268 0.346
H -0.284 0.450 0.142
C 0.309 -0.094 0.537
H 0.249 -0.131 -0.080
C -0.091 -0.285 0.271
C -0.539 -0.052 0.129
C 0.255 0.171 0.552
C -0.060 0.679 0.212
F -0.049 0.048 0.599
C 0.374 0.323 -1.029
C -0.209 0.009 -0.097
C 0.466 0.575 -0.520
C -0.297 1.158 -0.267
H -0.853 -0.393 0.329
H 0.030 -0.091 -0.212
C -0.097 0.320 -0.035
H 0.087 0.352 0.110
C -0.947 0.861 -0.181
C -0.754 0.831 1.034
H -0.316 -0.113 -0.147
C 0.280 -0.131 -0.370
F 0.191 -0.888 -0.837
H 0.878 -0.259 0.343
C 0.660 -0.253 0.066
C -0.429 -0.007 0.376

Its HOMO energy is -9.1 eV. The energy above the lowest of the compared OMol25 structures with the same formula, charge and spin is 0.0000 eV. The LUMO energy is 0.568 eV. The SMILES is Fc1cccc(C(Oc2ccccc2C(F)(F)F)c2cccc(F)c2)c1.


A structure of composition C20H14BrCrIN2O8, computed with ωB97M-V/def2-TZVPD.

Last column: Mulliken charge in e.
Atoms and positions in Å:
N -0.866 2.212 -0.709  0.9327
H -0.046 2.944 -3.049  0.6375
C 2.531 -2.006 3.461  -0.5972
H -2.407 0.191 -0.675  0.2631
C 2.829 1.224 -2.480  -0.6352
C -6.063 -0.258 0.421  -0.4456
C 2.281 0.265 3.523  -0.5236
C 3.667 -0.169 -0.644  0.3833
C 0.417 1.820 -1.290  -0.4467
C -5.762 0.565 -0.649  -0.4858
H -4.187 1.379 -1.872  0.4029
H 2.496 1.321 3.465  0.4563
O -1.002 2.206 0.497  -0.5315
O 0.979 0.450 0.543  -0.5992
C 0.679 2.323 -2.549  -0.2853
O 3.243 2.230 -4.973  -0.6420
O 4.743 -0.203 -1.220  -0.7368
H 0.353 -2.453 3.586  0.5903
O 3.429 -0.817 0.446  -0.4645
O -1.738 2.595 -1.482  -0.6123
H 3.783 0.998 -2.932  0.6342
C 1.316 0.960 -0.582  0.8871
C -5.045 -0.917 1.098  0.1373
Br -5.530 -2.021 2.557  -0.2122
H 4.288 -0.660 3.320  0.4431
H 1.477 -2.048 -1.627  0.2428
H 0.156 -3.206 -1.333  0.3762
C -3.722 -0.763 0.711  -0.2273
C 3.224 -0.777 3.456  -0.3984
H 2.966 -2.989 3.366  0.4629
C -3.435 0.063 -0.375  0.1799
I -2.114 -1.656 1.672  0.2877
C 1.893 2.019 -3.130  -0.5015
C 1.182 -2.538 0.434  0.9069
C 2.562 0.693 -1.236  0.4576
H -7.086 -0.391 0.744  0.3679
H -0.054 -1.455 -0.994  0.0043
C 0.993 -0.317 3.590  -0.5420
N 2.194 2.557 -4.448  1.0568
O 1.343 3.239 -4.996  -0.6601
C 1.145 -1.719 3.560  -0.5108
O 1.311 -3.681 0.822  -0.6362
C -4.442 0.727 -1.048  -0.7047
Cr 1.885 -0.942 1.559  0.3942
H 0.055 0.216 3.603  0.4733
H -6.558 1.084 -1.165  0.3528
C 0.638 -2.296 -0.972  -0.9320

Cartesian forces, eV/Å:
N 0.162 0.397 0.139
H 0.008 0.005 -0.016
C -0.017 -0.145 -0.051
H -0.006 -0.021 -0.019
C -0.134 -0.020 0.184
C -0.035 -0.019 0.031
C 0.000 0.090 0.023
C 0.204 0.097 -0.041
C -0.099 -0.001 -0.055
C 0.057 0.017 -0.026
H 0.024 0.009 0.002
H -0.005 0.002 0.027
O 0.014 -0.099 -0.080
O 0.032 -0.068 -0.086
C 0.203 -0.126 0.180
O 0.106 0.203 0.092
O -0.091 -0.007 -0.005
H 0.025 0.005 0.000
O -0.044 -0.053 -0.023
O -0.097 -0.144 -0.067
H 0.005 0.015 -0.019
C 0.037 -0.106 0.041
C -0.019 -0.059 0.066
Br -0.045 -0.010 0.027
H -0.003 0.008 -0.008
H 0.028 0.004 0.011
H -0.009 0.016 -0.041
C 0.003 0.174 -0.165
C 0.059 -0.025 -0.043
H -0.011 0.014 0.016
C 0.032 -0.087 0.112
I 0.039 -0.087 0.044
C 0.016 0.200 0.036
C -0.063 0.174 0.028
C -0.009 0.010 -0.140
H -0.006 -0.012 0.010
H -0.025 -0.007 0.031
C -0.153 -0.011 -0.046
N -0.286 -0.541 -0.317
O 0.097 0.210 0.078
C -0.095 -0.095 -0.016
O -0.022 -0.141 0.113
C -0.078 0.015 -0.035
Cr 0.161 0.265 -0.037
H 0.019 0.011 0.001
H -0.022 0.008 -0.015
C 0.043 -0.065 0.058

Its HOMO energy (spin up / spin down) is -5.0 / -5.2 eV. The energy above the lowest of the compared OMol25 structures with the same formula, charge and spin is 0.0000 eV. The LUMO energy (spin up / spin down) is 1.995 / 2.002 eV. As for the charge: -1. The spin multiplicity is 4.


A structure of composition C20H14BrN4O2RhSi in a non-equilibrium geometry, computed with ωB97M-V/def2-TZVPD.

Last column: Mulliken charge in e.
Atoms and positions in Å:
N -2.758 -2.079 -0.207  -0.4973
C 2.355 2.103 2.130  -0.6536
H 3.861 1.344 -0.805  0.4309
H 4.344 2.394 1.384  0.4095
C -3.534 2.029 -2.332  -0.6188
C -1.700 0.889 -1.233  0.6505
C 3.831 -1.990 1.067  -0.2372
H -3.399 1.744 -0.217  0.4765
C 0.396 -1.967 2.714  0.4912
C -1.740 1.113 -3.645  -0.7515
N -6.334 0.633 0.551  -0.5253
H -4.476 2.559 -2.267  0.4115
H -3.422 2.161 -4.468  0.3772
C 0.798 0.993 0.635  0.5714
H 3.168 -1.739 3.125  0.4846
C 3.085 1.409 -0.051  -0.7898
H 1.624 0.463 -1.285  0.1682
Si -0.922 0.335 0.353  0.6516
C 1.820 0.907 -0.315  -0.2075
H 2.557 2.579 3.082  0.4130
O -0.771 -1.974 2.105  -0.6607
C 3.356 2.004 1.175  -0.4425
H -1.282 0.930 -4.609  0.3964
C -5.679 -0.319 0.511  0.5498
H 0.314 1.681 2.617  0.3937
H 4.882 -1.840 1.275  0.4501
C 1.088 1.599 1.862  -0.2879
Br 1.272 -2.671 -2.145  -0.1107
N -4.995 -1.443 0.468  -0.6465
C 2.901 -1.923 2.095  -0.5842
C -3.826 -1.706 0.147  0.6554
H 4.120 -2.296 -1.064  0.4682
C 1.570 -2.095 1.772  0.5881
H -0.197 0.105 -2.572  -0.0086
N 1.183 -2.320 0.523  -0.1932
H -1.749 0.805 1.479  -0.2279
Rh -0.811 -1.947 0.167  0.2681
C 3.422 -2.234 -0.242  -0.4614
O 0.567 -1.880 3.902  -0.6161
C -1.129 0.655 -2.489  -0.1154
C -2.942 1.804 -3.566  -0.4090
C 2.070 -2.390 -0.452  0.2808
C -2.919 1.572 -1.174  -0.5413

Cartesian forces, eV/Å:
N -0.130 0.546 0.162
C -0.022 -0.020 -0.001
H -0.009 0.003 0.011
H -0.012 0.017 -0.014
C -0.010 -0.008 0.024
C -0.075 0.124 -0.203
C 0.026 0.003 -0.062
H -0.012 0.019 -0.019
C -0.047 0.017 0.059
C -0.001 -0.029 0.008
N 0.016 0.001 0.061
H -0.004 -0.027 0.019
H 0.005 -0.001 0.003
C 0.175 0.029 0.150
H 0.027 0.043 -0.018
C -0.002 -0.017 -0.003
H 0.008 -0.013 0.010
Si 0.050 -0.046 -0.208
C -0.008 0.075 -0.001
H -0.001 -0.024 0.000
O -0.052 0.070 0.672
C -0.002 -0.015 0.000
H -0.009 -0.003 0.006
C 0.283 0.061 -0.328
H 0.010 -0.010 -0.004
H -0.012 -0.013 0.001
C 0.044 -0.030 -0.010
Br 0.246 0.058 -0.088
N -0.504 -0.326 0.459
C -0.079 -0.174 0.063
C 0.317 0.265 -0.348
H 0.008 0.030 0.017
C -0.048 0.143 0.089
H 0.013 0.026 -0.001
N -0.055 0.953 -0.719
H -0.077 -0.185 0.075
Rh -0.017 -1.240 0.161
C 0.011 -0.144 0.098
O -0.050 0.008 0.034
C -0.032 0.034 0.020
C 0.013 -0.011 0.000
C -0.009 -0.159 -0.160
C 0.032 -0.030 -0.017

Its HOMO energy is -8.8 eV. The energy above the lowest of the compared OMol25 structures with the same formula, charge and spin is 0.3369 eV. The LUMO energy is -1.313 eV.